Version a
# C4H9NOS

The molecule C4H9NOS (ωB97M-V with the def2-TZVPD basis set, the OMol25 dataset).

Last column: natural (NBO) charge in e.
Geometry (Å):
C: -0.62 0.30 -0.59  -0.2506
C: -1.01 -1.15 -0.81  -0.6248
C: 1.39 0.75 0.51  0.1397
C: 2.16 0.73 1.78  -0.6687
N: 0.17 0.37 0.57  -0.4197
O: -2.84 -0.34 -2.44  -0.9809
S: -2.67 -1.43 -1.45  1.1197
H: -0.19 0.75 -1.62  0.1729
H: -1.43 0.93 -0.45  0.2156
H: -0.25 -1.74 -1.50  0.2217
H: -0.88 -1.56 0.14  0.2393
H: 2.03 1.14 -0.32  0.1646
H: 2.49 1.62 2.22  0.2293
H: 3.11 0.34 1.56  0.2142
H: 1.70 0.09 2.61  0.2263
H: -3.17 -0.81 -0.22  0.0014

Its gap between HOMO and LUMO is 0.37576 hartree.



Version b
# C4H9NOS

The molecule C4H9NOS (ωB97M-V with the def2-TZVPD basis set, the OMol25 dataset).

Last column: natural (NBO) charge in e.
Geometry (Å):
C: -1.62 -1.08 -0.02  -0.4085
C: -2.13 0.23 0.30  -0.4084
C: -1.15 0.08 -0.80  -0.4296
C: 2.67 -0.36 0.44  -0.4257
N: 1.23 -0.28 0.40  -0.9190
O: 1.13 1.39 -1.60  -0.9434
S: 0.53 0.79 -0.41  1.8182
H: -0.99 -1.55 0.81  0.2621
H: -2.14 -1.86 -0.59  0.2330
H: -3.13 0.54 0.09  0.2227
H: -1.70 0.69 1.17  0.2219
H: -1.48 0.45 -1.71  0.2536
H: 2.95 -0.11 -0.58  0.2089
H: 2.74 -1.35 0.73  0.2088
H: 2.91 0.29 1.23  0.1915
H: 0.17 2.13 0.56  -0.0864

Its gap between HOMO and LUMO is 0.35165 hartree.



Version c
# C4H9NOS

The molecule C4H9NOS (ωB97M-V with the def2-TZVPD basis set, the OMol25 dataset).

Last column: natural (NBO) charge in e.
Geometry (Å):
C: 0.50 -1.39 0.32  -0.2225
C: 1.61 -1.02 -0.71  -0.6650
C: -0.76 0.75 0.47  -0.0008
C: -1.86 1.58 -0.08  -0.6954
N: -0.68 -0.55 0.11  -0.5430
O: 2.77 0.55 1.08  -0.8836
S: 2.35 0.62 -0.37  0.8936
H: 0.14 -2.38 0.20  0.2058
H: 0.85 -1.09 1.32  0.2274
H: 2.17 -1.96 -0.73  0.2376
H: 1.23 -1.09 -1.70  0.2151
H: -0.55 1.02 1.46  0.1890
H: -2.84 1.60 0.39  0.2185
H: -2.20 1.59 -1.06  0.2198
H: -1.64 2.64 0.14  0.2293
H: -1.09 -0.86 -0.82  0.3743

Its gap between HOMO and LUMO (spin up / spin down) is 0.32384 / 0.20919 hartree.



Version d
# C4H9NOS

The molecule C4H9NOS (ωB97M-V with the def2-TZVPD basis set, the OMol25 dataset).

Last column: natural (NBO) charge in e.
Geometry (Å):
C: -0.53 1.14 -0.68  -0.5118
C: -0.43 -0.15 -1.54  -0.4025
C: 0.22 -1.29 -0.79  -0.5225
S: 1.91 -0.91 -0.23  -0.0752
C: -0.82 0.91 0.79  0.6782
N: -2.07 0.40 1.02  -0.8337
O: -0.04 1.16 1.68  -0.6133
H: -1.38 1.71 -1.06  0.2181
H: 0.32 1.80 -0.77  0.2445
H: -1.46 -0.40 -1.84  0.1966
H: 0.16 0.11 -2.41  0.2242
H: -0.37 -1.62 0.05  0.2199
H: 0.42 -2.12 -1.45  0.2285
H: 1.68 -0.17 0.86  0.1563
H: -2.49 0.32 1.93  0.4097
H: -2.60 0.17 0.21  0.3830

Its gap between HOMO and LUMO is 0.35366 hartree.



Quick ranking, most stable first: version d, version a, version c, version b.



Version a
# C4H9NOS

The molecule C4H9NOS (ωB97M-V with the def2-TZVPD basis set, the OMol25 dataset).

Last column: natural (NBO) charge in e.
Geometry (Å):
C: -0.12 -0.52 0.08  0.0372
C: -0.15 -1.78 -0.70  -0.6458
C: 0.57 -0.30 1.43  -0.6350
C: 0.55 1.86 -0.53  -0.4308
N: -0.24 0.65 -0.66  -0.5926
O: -2.81 -0.29 -0.81  -0.9172
S: -1.71 0.38 0.12  1.2064
H: -1.13 -2.12 -0.57  0.2491
H: 0.44 -2.55 -0.35  0.2191
H: -0.04 -1.58 -1.72  0.2394
H: 1.58 -0.66 1.34  0.2183
H: 0.24 -0.70 2.29  0.2245
H: 0.51 0.78 1.59  0.2089
H: 1.34 1.92 -1.22  0.2135
H: 0.07 2.80 -0.82  0.2246
H: 0.92 2.11 0.51  0.1805

Its gap between HOMO and LUMO is 0.36608 hartree.



Version b
# C4H9NOS

The molecule C4H9NOS (ωB97M-V with the def2-TZVPD basis set, the OMol25 dataset).

Last column: natural (NBO) charge in e.
Geometry (Å):
O: -0.25 -0.64 2.04  -0.5895
C: -0.57 0.37 1.40  0.6948
N: -0.87 0.39 0.00  -0.6367
C: -0.55 -0.73 -0.84  -0.2359
C: 0.97 -0.68 -1.30  -0.5235
S: 1.83 -2.29 -1.67  -0.0753
C: -0.54 1.86 1.81  -0.7036
H: -0.44 1.27 -0.49  0.3741
H: -1.16 -0.77 -1.74  0.1995
H: -0.75 -1.58 -0.22  0.2286
H: 1.17 -0.11 -2.23  0.2219
H: 1.54 -0.40 -0.42  0.2258
H: 0.86 -3.15 -2.03  0.1258
H: -0.85 1.94 2.82  0.2423
H: -0.99 2.43 1.06  0.2203
H: 0.60 2.09 1.80  0.2316

Its gap between HOMO and LUMO is 0.35619 hartree.



Quick ranking, most stable first: version b, version a.



Version a
# BrH8LiO4

A structure of composition BrH8LiO4 (ωB97M-V with the def2-TZVPD basis set, the OMol25 dataset).

Last column: natural (NBO) charge in e.
Geometry (Å):
Li: -1.81 3.02 -18.16  0.7645
Br: -2.05 1.42 -19.26  -0.8749
O: -2.56 3.89 -17.17  -0.9340
H: -2.42 4.84 -17.21  0.4752
H: -2.85 3.73 -16.28  0.5005
O: -2.55 4.34 -19.67  -0.9246
H: -1.96 5.09 -19.68  0.4460
H: -2.68 4.12 -20.59  0.4985
O: -0.43 3.47 -18.48  -0.9559
H: 0.30 2.99 -18.86  0.5157
H: -0.19 4.39 -18.58  0.4676
O: -1.22 2.20 -16.68  -0.9433
H: -0.49 2.73 -16.33  0.4725
H: -1.15 1.37 -16.22  0.4921

Its gap between HOMO and LUMO is 0.25125 hartree.



Version b
# BrH8LiO4

A structure of composition BrH8LiO4 (ωB97M-V with the def2-TZVPD basis set, the OMol25 dataset).

Last column: natural (NBO) charge in e.
Geometry (Å):
Li: -1.05 -1.23 2.63  0.9575
Br: -0.67 -0.31 0.26  -0.8662
O: 1.81 -2.35 -0.59  -0.9777
H: 0.96 -1.78 -0.37  0.4839
H: 2.55 -1.84 -0.25  0.4603
O: -3.78 0.28 -0.88  -0.9646
H: -4.22 -0.59 -1.10  0.4604
H: -2.76 -0.01 -0.82  0.4835
O: 2.07 1.28 1.98  -0.9645
H: 2.74 0.67 1.66  0.4690
H: 1.23 1.15 1.47  0.4908
O: 0.61 1.90 -1.23  -0.9642
H: 0.67 1.36 -2.04  0.4642
H: -0.15 1.47 -0.73  0.4677

Its gap between HOMO and LUMO is 0.30388 hartree.



Version c
# BrH8LiO4

A structure of composition BrH8LiO4 (ωB97M-V with the def2-TZVPD basis set, the OMol25 dataset).

Last column: natural (NBO) charge in e.
Geometry (Å):
Li: -2.21 1.38 -2.01  0.9568
Br: -0.62 0.01 -0.61  -0.9219
O: 2.52 -1.05 -0.67  -0.9393
H: 1.85 -0.44 -0.10  0.4677
H: 1.89 -1.81 -0.64  0.4647
O: -1.38 1.12 2.51  -0.9302
H: -2.21 0.88 2.59  0.4495
H: -1.01 0.69 1.79  0.4732
O: 0.87 3.15 0.47  -0.9468
H: 1.76 2.98 0.04  0.4639
H: 0.47 2.25 0.27  0.4754
O: -0.59 -3.17 -1.58  -0.9553
H: -0.82 -3.72 -0.80  0.4654
H: -0.52 -2.29 -1.25  0.4768

Its gap between HOMO and LUMO is 0.30597 hartree.



Quick ranking, most stable first: version b, version c, version a.



Version a
# C2H16N2O4

A structure of composition C2H16N2O4 (ωB97M-V with the def2-TZVPD basis set, the OMol25 dataset).

Last column: natural (NBO) charge in e.
Geometry (Å):
C: 1.36 0.97 1.42  -0.4322
N: 1.38 -0.24 0.61  -0.6577
C: 0.14 -0.97 0.58  -0.0536
N: -0.88 -0.26 -0.19  -0.8782
H: 2.33 1.48 1.42  0.2208
H: 1.02 0.89 2.50  0.2011
H: 0.74 1.70 0.88  0.2075
H: 2.22 -0.84 0.55  0.4529
H: 0.25 -1.93 0.14  0.1988
H: -0.20 -1.17 1.57  0.1774
H: -0.43 0.06 -1.01  0.4078
H: -1.31 0.44 0.36  0.3824
H: 1.33 0.11 -0.63  0.4537
H: 1.68 0.98 -2.15  0.4703
O: 1.35 0.20 -1.79  -1.0800
H: 3.22 -2.38 -0.99  0.4814
H: 2.60 -0.85 -1.36  0.5195
O: 3.19 -1.47 -0.84  -1.0226
H: -3.42 1.07 0.27  0.4944
H: -3.52 2.52 -0.18  0.4640
O: -3.31 2.01 0.57  -0.9845
H: -2.47 -0.67 -0.66  0.4935
H: -3.86 -1.20 -0.31  0.4697
O: -3.40 -0.45 -0.74  -0.9862

Its gap between HOMO and LUMO is 0.38860 hartree.



Version b
# C2H16N2O4

A cluster of 6 separate species, C2H16N2O4 in total (ωB97M-V with the def2-TZVPD basis set, the OMol25 dataset).

Last column: natural (NBO) charge in e.
Geometry (Å):
C: 1.42 -0.04 -1.07  -0.4316
N: 1.76 1.30 -0.68  -0.5370
C: -1.59 -0.31 1.18  -0.4473
N: -1.27 -1.49 0.38  -0.6560
H: 0.97 0.06 -2.06  0.2500
H: 2.31 -0.66 -1.03  0.2242
H: 0.67 -0.45 -0.36  0.2597
H: 0.93 1.86 -0.95  0.4068
H: -2.66 -0.37 1.41  0.2097
H: -1.02 -0.39 2.12  0.2596
H: -1.89 -2.29 0.53  0.3807
H: -1.30 -1.22 -0.64  0.4382
H: -1.32 0.56 0.57  0.2341
H: -1.85 -1.01 -2.89  0.4587
O: -1.31 -0.65 -2.18  -1.0392
H: -1.01 0.89 -2.06  0.5021
H: -1.99 1.91 -1.55  0.4698
O: -1.05 1.85 -1.73  -1.0073
H: 1.76 1.35 0.38  0.4123
H: 1.60 1.22 2.79  0.4609
O: 1.17 0.96 1.96  -0.8553
H: 1.38 -0.63 1.90  0.4850
H: 0.62 -1.85 1.48  0.4582
O: 1.26 -1.60 2.16  -0.9362

Its gap between HOMO and LUMO is 0.14602 hartree.



Quick ranking, most stable first: version a, version b.



Version a
# C6H11OP

The molecule C6H11OP (ωB97M-V with the def2-TZVPD basis set, the OMol25 dataset).

Last column: natural (NBO) charge in e.
Geometry (Å):
C: 1.41 1.24 1.39  -0.1357
C: 1.60 0.47 0.38  -0.1326
C: 0.68 0.21 -0.75  -0.4342
C: -0.55 1.14 -0.86  -0.7684
C: 2.89 -0.39 0.40  -0.6179
C: -3.15 -1.33 0.16  -0.2400
O: -2.07 -0.61 -0.23  -0.7961
P: -1.85 0.95 0.38  0.8260
H: 1.89 1.80 2.25  0.2090
H: 1.05 0.42 -1.69  0.2244
H: 0.41 -0.91 -0.71  0.2282
H: -0.26 2.18 -0.74  0.2261
H: -1.20 1.01 -1.82  0.2430
H: 3.46 -0.09 1.25  0.2164
H: 3.47 0.00 -0.49  0.2128
H: 2.67 -1.52 0.36  0.2213
H: -2.89 -2.39 0.15  0.1843
H: -4.00 -1.16 -0.58  0.1638
H: -3.56 -1.00 1.17  0.1694

Its gap between HOMO and LUMO (spin up / spin down) is 0.29689 / 0.27458 hartree.



Version b
# C6H11OP

The molecule C6H11OP (ωB97M-V with the def2-TZVPD basis set, the OMol25 dataset).

Last column: natural (NBO) charge in e.
Geometry (Å):
C: 0.43 1.08 -0.11  -0.4797
C: -0.86 0.26 -0.03  -0.6261
C: 2.61 -0.07 -0.92  -0.1264
C: 1.62 0.32 0.12  0.2205
C: 1.37 -0.72 1.23  -0.6416
C: -3.61 -0.38 -0.32  -0.9305
O: 2.85 1.00 0.09  -0.4903
P: -2.33 0.99 0.06  0.6653
H: 0.46 1.57 -0.98  0.2214
H: 0.21 1.87 0.56  0.2321
H: -0.81 -0.83 -0.28  0.2124
H: 2.54 0.41 -1.86  0.1902
H: 3.17 -0.98 -0.77  0.1922
H: 0.85 -1.61 0.79  0.2151
H: 0.63 -0.40 1.89  0.2140
H: 2.30 -0.82 1.80  0.2317
H: -4.60 0.03 -0.18  0.2300
H: -3.50 -1.28 0.31  0.2364
H: -3.35 -0.44 -1.39  0.2333

Its gap between HOMO and LUMO is 0.35228 hartree.



Quick ranking, most stable first: version b, version a.



Version a
# C2H6N4O

A structure of composition C2H6N4O (ωB97M-V with the def2-TZVPD basis set, the OMol25 dataset).

Last column: natural (NBO) charge in e.
Geometry (Å):
N: 0.06 0.96 1.23  -0.6713
C: -0.30 0.06 0.21  0.2130
N: 1.85 -0.21 -0.57  -0.5968
N: -0.30 -1.34 0.50  -0.8467
C: -1.55 0.60 -0.51  0.4152
N: 0.84 0.64 -0.43  -0.0651
O: -2.51 -0.10 -0.69  -0.5225
H: 0.27 1.95 1.11  0.3915
H: 2.68 0.20 -0.98  0.3845
H: 1.90 -0.96 0.13  0.3995
H: -0.39 -1.90 -0.34  0.3839
H: -1.06 -1.55 1.13  0.3960
H: -1.49 1.66 -0.78  0.1189

Its gap between HOMO and LUMO (spin up / spin down) is 0.32282 / 0.32266 hartree.



Version b
# C2H6N4O

A structure of composition C2H6N4O (ωB97M-V with the def2-TZVPD basis set, the OMol25 dataset).

Last column: natural (NBO) charge in e.
Geometry (Å):
C: -0.12 0.39 -1.06  0.6174
C: -0.80 0.64 0.26  -0.2268
H: 0.86 -2.10 0.29  0.3620
H: 2.13 -1.06 0.78  0.3400
H: 1.14 -0.69 -1.95  0.3641
H: -1.48 1.39 -0.21  0.2438
H: -0.95 -0.12 3.18  0.3735
H: -1.07 1.74 2.51  0.3140
N: 1.44 -1.45 -0.16  -0.6725
N: 1.07 -0.42 -1.08  -0.4576
N: -0.48 -0.11 1.31  -0.1338
N: -0.72 0.43 2.43  -0.5191
O: -0.54 0.70 -2.17  -0.6049

Its gap between HOMO and LUMO is 0.32070 hartree.



Quick ranking, most stable first: version a, version b.



Version a
# C6H12S2

The molecule C6H12S2 (ωB97M-V with the def2-TZVPD basis set, the OMol25 dataset).

Last column: natural (NBO) charge in e.
Geometry (Å):
C: 2.77 1.25 0.50  -0.6174
C: 1.68 0.18 0.69  -0.5262
C: 0.59 -2.20 -0.32  -0.3760
C: -0.59 -2.20 0.32  -0.3774
C: -1.70 0.19 -0.68  -0.5146
C: -2.77 1.25 -0.48  -0.6172
H: 2.55 1.91 -0.38  0.2102
H: 2.82 1.87 1.40  0.2183
H: 3.75 0.79 0.33  0.2131
H: 1.96 -0.46 1.53  0.2206
H: 0.71 0.69 0.85  0.2160
H: 1.00 -3.17 -0.60  0.2231
H: -1.02 -3.15 0.57  0.2213
H: -1.93 -0.46 -1.51  0.2165
H: -0.72 0.66 -0.91  0.2134
H: -2.55 1.87 0.37  0.2100
H: -2.82 1.91 -1.39  0.2181
H: -3.73 0.78 -0.31  0.2133
S: 1.61 -0.84 -0.81  0.2209
S: -1.62 -0.85 0.82  0.2140

Its gap between HOMO and LUMO is 0.33326 hartree.



Version b
# C6H12S2

The molecule C6H12S2 (ωB97M-V with the def2-TZVPD basis set, the OMol25 dataset).

Last column: natural (NBO) charge in e.
Geometry (Å):
C: -3.15 1.19 -0.42  -0.5902
C: -2.42 0.49 0.73  -0.4740
C: -1.21 -0.28 0.20  -0.2734
C: 1.58 -0.40 -0.29  -0.3372
C: 2.74 0.55 -0.62  -0.6150
C: 2.03 -1.53 0.64  -0.6188
H: -2.50 1.89 -0.92  0.2088
H: -3.99 1.71 -0.03  0.2127
H: -3.50 0.47 -1.15  0.2196
H: -2.10 1.20 1.50  0.2130
H: -3.07 -0.22 1.21  0.2317
H: 1.16 -0.81 -1.21  0.2389
H: 3.55 -0.04 -1.09  0.2188
H: 2.43 1.34 -1.32  0.2198
H: 3.12 1.01 0.27  0.2084
H: 2.46 -1.14 1.54  0.2063
H: 1.16 -2.18 0.90  0.2309
H: 2.78 -2.12 0.15  0.2126
S: -1.35 -1.71 -0.57  -0.0414
S: 0.27 0.59 0.48  0.3286

Its gap between HOMO and LUMO is 0.31625 hartree.



Quick ranking, most stable first: version b, version a.